Density functional theory data (wB97M-V/def2-TZVPD) for 11 unconnected molecules or ions with the total composition C44H88O17 in a non-equilibrium geometry.

Structure (ORCA input):
```
! RIJCOSX wB97M-V def2-TZVPD def2/J DEFGRID3
* xyz 0 1
C 2.04753 6.76054 3.70239
C 1.85258 5.45524 2.97428
O 3.05479 5.06605 2.40064
C 2.99558 3.88870 1.58743
O 1.97108 3.40970 1.18489
O 4.23609 3.55871 1.18521
C 4.37597 2.52287 0.23931
H 2.77195 7.44669 3.26360
H 2.41849 6.56996 4.70945
H 1.16997 7.39166 3.84264
H 1.10508 5.66979 2.21053
H 1.57187 4.62935 3.62789
H 4.14343 1.66700 0.87296
H 5.40599 2.29066 -0.03133
H 3.73348 2.58272 -0.63916
C -8.62550 -0.91221 -2.39365
C -7.27529 -0.33390 -2.75337
O -6.67235 -0.11221 -1.52120
C -5.56490 -0.75434 -1.18444
O -4.79534 -1.34878 -1.92168
O -5.41919 -0.53309 0.14389
C -4.41005 -1.11335 0.88079
H -9.13452 -1.24771 -3.29722
H -9.25682 -0.20853 -1.85109
H -8.47387 -1.84506 -1.85060
H -7.32866 0.53741 -3.40611
H -6.70529 -1.03637 -3.36144
H -4.80848 -0.83331 1.85595
H -3.43922 -0.63562 0.74901
H -4.49206 -2.19298 0.75524
C 7.04036 -2.45965 3.10125
C 5.90358 -1.92388 4.11179
O 4.91391 -1.15262 3.46500
C 3.97737 -0.52899 4.17178
O 3.70212 -0.73392 5.36049
O 3.35476 0.29662 3.24680
C 2.17386 0.95783 3.67090
H 6.49231 -2.94243 2.29213
H 7.71636 -3.13115 3.63061
H 7.66372 -1.68213 2.65968
H 6.49082 -1.46501 4.90721
H 5.38791 -2.77874 4.54928
H 1.96665 1.86863 3.10910
H 2.07819 1.29432 4.70324
H 1.31848 0.31825 3.45330
C 0.32613 0.76732 -0.26041
C -0.57896 -0.34070 -0.68516
C 0.04772 -1.45598 0.15180
O 1.42316 -1.18701 0.23782
C 1.73039 0.17458 -0.08868
H -0.06279 1.16139 0.67850
H 0.26455 1.58777 -0.97537
H -0.72138 -0.41261 -1.76342
H -1.60555 -0.13828 -0.37981
H -0.18192 -2.35254 -0.42399
H -0.41842 -1.42193 1.13651
H 2.29922 0.19318 -1.01829
H 2.27693 0.76615 0.64578
C -2.42535 -4.09239 -1.98921
C -1.40617 -3.92510 -3.07200
C -1.59582 -5.20066 -3.96573
O -2.99557 -5.44056 -3.86978
C -3.49985 -4.99940 -2.58546
H -2.75509 -3.11308 -1.64232
H -1.94765 -4.61704 -1.16178
H -0.38768 -3.70124 -2.75472
H -1.59266 -3.07844 -3.73267
H -1.06753 -6.06258 -3.55819
H -1.33728 -4.98003 -5.00138
H -3.91756 -5.71386 -1.87612
H -4.32070 -4.32582 -2.83165
C -0.75448 -3.47765 3.51370
C 0.40299 -2.52225 3.61100
C 1.47704 -3.36921 3.02343
O 1.31016 -4.71485 3.52071
C -0.11015 -4.86230 3.74236
H -1.21175 -3.50335 2.52458
H -1.57355 -3.27421 4.20352
H 0.78846 -2.41520 4.62493
H 0.24001 -1.55702 3.13155
H 2.44437 -3.05977 3.41920
H 1.43564 -3.36921 1.93421
H -0.19720 -5.03991 4.81426
H -0.61722 -5.64567 3.17907
C 1.60739 0.68060 -4.81552
C 1.49028 -0.72581 -4.39651
C 2.91583 -1.15528 -4.16873
O 3.30498 -0.00551 -3.27008
C 2.65647 1.21242 -3.83294
H 0.65652 1.20024 -4.69752
H 1.92249 0.67123 -5.85894
H 0.91074 -1.23982 -5.16333
H 0.79347 -0.81956 -3.56358
H 3.48341 -1.34239 -5.08029
H 2.91967 -2.00852 -3.49045
H 3.44511 1.79113 -4.31381
H 2.08450 1.84669 -3.15571
C -3.43590 1.64530 -4.56764
C -2.44639 1.06007 -3.41549
C -3.03300 1.60138 -2.20265
O -4.09837 2.47377 -2.54854
C -4.63907 2.06313 -3.73138
H -3.65298 0.91246 -5.34476
H -2.88881 2.52825 -4.89810
H -1.47545 1.46275 -3.70399
H -2.50196 -0.02851 -3.41856
H -2.22910 2.18079 -1.74864
H -3.44852 0.82130 -1.56474
H -5.23599 2.76041 -4.31925
H -5.38193 1.29383 -3.52058
C -1.86101 0.20277 4.74064
C -2.05228 1.69107 4.85421
C -1.51683 2.25349 3.57032
O -1.84718 1.18402 2.70595
C -2.34407 0.01228 3.39467
H -2.40625 -0.36320 5.49595
H -0.88356 -0.16346 5.05459
H -1.37732 2.13832 5.58393
H -3.07024 2.06407 4.96708
H -0.43402 2.33691 3.66347
H -1.97564 3.09963 3.05880
H -2.07950 -0.93839 2.93171
H -3.41046 0.22915 3.33247
C 5.41044 -2.85870 -2.02649
C 4.51105 -2.18926 -0.97066
C 4.30899 -3.18279 0.12647
O 5.16007 -4.22432 -0.21591
C 5.28403 -4.27668 -1.59273
H 6.45317 -2.59428 -1.85074
H 5.14850 -2.57808 -3.04666
H 3.49635 -1.98923 -1.31487
H 4.80780 -1.20003 -0.62214
H 3.27082 -3.50984 0.18424
H 4.54249 -2.79835 1.11934
H 4.36527 -4.71351 -1.98408
H 6.12634 -4.91904 -1.84963
C -1.75826 4.91583 -1.65724
C -1.36001 6.43144 -1.48641
C -1.37460 6.61677 0.07470
O -0.87643 5.35224 0.54218
C -0.88463 4.44028 -0.52135
H -1.47354 4.63451 -2.67109
H -2.84797 4.89881 -1.63893
H -2.05768 7.08998 -2.00379
H -0.39766 6.50433 -1.99305
H -2.38461 6.64792 0.48338
H -0.66476 7.37932 0.39523
H -1.23403 3.53042 -0.03333
H 0.14657 4.40802 -0.87305
*
```

## Properties
**ΔE to the lowest compared entry with this formula, charge and spin**: 108.79 kcal/mol
**HOMO-LUMO gap**: 0.358 Ha

Density functional theory data (wB97M-V/def2-TZVPD) for 4 unconnected molecules or ions with the total composition C44H90N4O15P3S in a non-equilibrium geometry.

Structure (ORCA input):
```
! RIJCOSX wB97M-V def2-TZVPD def2/J DEFGRID3
* xyz 1 1
C -0.47200 -0.67767 4.65803
C -1.84693 -1.28440 4.43877
C -2.06386 -2.75316 3.68097
C -3.16002 -2.71055 2.46290
C -2.50372 -1.80017 1.26866
C -1.10751 -2.37746 0.63490
C 0.25487 -1.59212 1.17606
C 1.41688 -1.91210 0.01645
C 2.91619 -2.13025 0.64290
C 3.85432 -0.80645 0.39419
C 5.44529 -1.12562 0.68155
C 5.88426 -0.72958 2.23793
C 7.15110 0.32754 2.30548
O 8.34350 -0.24932 2.95922
C 9.38036 0.77909 3.14207
C -4.46792 -1.85628 3.06193
S -5.16265 -2.94518 4.47030
N -5.38426 -1.97926 1.82826
C -6.78881 -1.46140 2.04057
C -7.74129 -1.45901 0.70650
C -9.27517 -1.83780 1.23281
C -9.86583 -0.79548 2.35160
N -10.42483 0.48266 1.74366
C -10.51323 0.84725 0.26470
C -11.25172 2.30919 0.34129
C -11.51720 2.68445 1.92680
C -10.92691 1.43871 2.82240
C -5.20728 -3.42905 1.43507
N -5.95070 -4.24636 0.58914
N -3.92985 -3.98301 2.10083
C -3.18237 -5.04746 1.33084
C -1.98899 -5.80263 2.18200
O -0.83037 -6.22628 1.65320
O -2.20572 -5.97134 3.64127
H -0.32983 -0.12447 5.70512
H 0.36084 -0.69712 3.83458
H -2.74010 -0.64052 4.88212
H -2.33388 -3.52696 4.54804
H -0.96742 -3.07196 3.33267
H -2.28154 -0.72862 1.74007
H -3.22792 -1.58968 0.35672
H -1.14794 -2.17244 -0.53042
H -0.90985 -3.51711 0.80993
H 0.09392 -0.44543 1.34885
H 0.62495 -2.16095 2.15108
H 1.35026 -1.14626 -0.86572
H 1.09348 -2.96493 -0.44236
H 3.40687 -3.02560 0.03542
H 2.82124 -2.37178 1.78490
H 3.75827 -0.40769 -0.72059
H 3.49022 0.03506 1.12722
H 5.60366 -2.27640 0.52310
H 6.11470 -0.53228 -0.09692
H 4.92527 -0.28422 2.78975
H 6.17617 -1.73148 2.78215
H 7.47917 0.67463 1.21271
H 6.80935 1.29336 2.90738
H 8.99016 1.88182 2.92037
H 9.82363 0.71225 4.24540
H 10.26355 0.58566 2.37044
H -4.32484 -0.71735 3.28822
H -6.33898 -3.61542 4.01259
H -7.39286 -2.00906 2.89075
H -6.69549 -0.32148 2.38274
H -7.81074 -0.36674 0.23210
H -7.38112 -2.15891 -0.16245
H -9.22500 -2.92322 1.71647
H -10.05128 -1.90708 0.33654
H -9.13710 -0.53836 3.23022
H -10.79969 -1.34327 2.85474
H -10.12757 0.19803 -0.63174
H -11.55472 2.96764 -0.58988
H -12.02625 3.66272 2.38054
H -10.89581 1.30923 3.99301
H -6.16446 -3.96424 -0.40335
H -6.27316 -5.17359 0.94438
H -3.93845 -5.91222 1.00549
H -2.77053 -4.59641 0.33054
H -1.31612 -5.95013 4.13590
O 10.99944 -1.16984 -2.96418
P 10.59903 -2.33871 -2.03094
O 11.53448 -3.46424 -2.80635
C 12.93749 -3.42104 -2.61616
C 13.32807 -3.77691 -1.19698
O 9.16806 -2.67695 -2.81684
C 8.52866 -1.67376 -3.59640
C 9.00408 -1.71453 -5.04208
O 10.15165 -3.64468 -0.98824
C 10.16867 -3.35754 0.40290
C 9.42360 -2.08556 0.75918
H 13.32483 -2.43449 -2.88991
H 13.37765 -4.15150 -3.30221
H 13.04646 -2.97132 -0.50990
H 14.40525 -3.92800 -1.10970
H 12.81334 -4.68637 -0.86191
H 8.67900 -0.68452 -3.14901
H 7.45120 -1.86636 -3.56856
H 10.09105 -1.78864 -5.12945
H 8.67451 -0.82039 -5.58122
H 8.59780 -2.59212 -5.54638
H 11.20469 -3.29986 0.74560
H 9.70356 -4.20660 0.91338
H 9.90287 -1.20736 0.31533
H 9.40673 -1.94435 1.84399
H 8.39543 -2.11815 0.38738
O -8.72521 8.44754 4.91669
P -9.09720 7.06234 5.50014
O -10.33530 7.63383 6.44017
C -11.54626 8.00602 5.80651
C -12.27078 6.81119 5.22280
O -7.91711 7.07192 6.67786
C -6.75788 7.88048 6.51871
C -6.96705 9.26518 7.11582
O -9.51281 5.51469 6.15200
C -9.59673 4.45180 5.21327
C -8.38659 4.36163 4.30365
H -11.35239 8.75782 5.03486
H -12.17894 8.47034 6.56948
H -11.73734 6.43312 4.34366
H -13.28215 7.07629 4.91040
H -12.32678 5.98997 5.94860
H -6.46846 7.93487 5.46294
H -5.93253 7.38635 7.04159
H -7.92260 9.71132 6.82854
H -6.16351 9.94246 6.80858
H -6.97346 9.20741 8.20494
H -10.50886 4.56508 4.62226
H -9.69214 3.52329 5.78475
H -8.29907 5.25002 3.67038
H -8.46680 3.49006 3.64715
H -7.46445 4.28548 4.88701
O 5.93618 -1.26673 -9.49368
P 5.17106 0.07909 -9.46332
O 6.46065 0.96139 -8.91411
C 7.51032 1.25549 -9.81865
C 7.06682 2.20501 -10.91180
O 4.45295 -0.18804 -7.98254
C 4.28551 -1.51574 -7.50077
C 5.48876 -1.95873 -6.68001
O 4.31620 1.58274 -9.42939
C 3.53193 1.87300 -10.57772
C 2.62282 0.72932 -10.98455
H 7.90986 0.33036 -10.24615
H 8.31145 1.72561 -9.23972
H 6.39052 1.69678 -11.60800
H 7.91922 2.57380 -11.48466
H 6.52206 3.06126 -10.49420
H 4.08628 -2.20397 -8.33024
H 3.39414 -1.52969 -6.86513
H 6.44107 -1.72604 -7.16332
H 5.45111 -3.03676 -6.49235
H 5.50002 -1.44059 -5.72034
H 4.19214 2.14631 -11.40448
H 2.92569 2.75280 -10.34053
H 3.20137 -0.14798 -11.29042
H 1.99249 1.02464 -11.82865
H 1.98347 0.42343 -10.15142
*
```

## Properties
**HOMO-LUMO gap**: 0.198 Ha